Molecular formula: C13H38N8O21
Method: DFT, ωB97M-V with the def2-TZVPD basis set

```
80
Properties=species:S:1:pos:R:3:forces:R:3
O 2.23053 4.10577 -1.09539 -0.61 0.63 -0.86
O -4.46266 2.85380 2.00855 -1.34 0.15 0.15
O 2.26036 -4.27063 1.07613 0.18 0.04 0.98
O -4.07174 0.53775 -3.67295 -0.37 -0.82 -0.93
O -2.37065 2.22354 1.51977 1.08 -1.28 0.25
O -4.23149 2.37688 -2.61919 -0.43 0.57 0.31
O 5.11664 -2.40849 -0.52566 0.21 -0.58 0.25
O -0.55163 -0.10871 -2.98336 -0.19 0.73 0.64
O -3.19099 -2.12651 0.02005 -0.04 -0.03 -0.16
O -2.72799 -1.84087 5.55878 0.06 -0.44 0.63
O 1.20221 -3.84645 -0.73426 -0.51 0.37 -0.17
O 2.15150 0.06099 3.71038 0.00 -0.03 0.30
O 4.02214 -0.05616 2.65011 -0.06 -0.18 0.39
O 0.21174 0.60096 -0.37512 -0.11 0.07 0.38
O -3.45335 3.80043 0.37857 -0.77 0.12 -0.52
O 2.61110 0.22642 -4.87175 -1.00 -0.99 -0.64
O -2.88317 -2.11936 3.43621 0.41 -0.32 0.24
O 2.94200 2.28749 -0.25192 0.03 -0.73 0.39
O 4.49088 1.19975 -4.67734 1.25 0.13 -0.36
O -5.00923 -1.84025 1.12325 -0.49 0.08 0.02
O 3.53994 -1.21505 -1.32531 -1.34 0.30 -0.07
N -4.21905 1.16605 -2.66421 1.02 0.38 0.72
N 2.99713 -0.54884 3.08366 0.02 0.82 -0.74
N -4.05701 -2.50050 0.78469 0.97 -0.05 0.35
N 2.57636 3.43584 -0.16366 0.60 0.18 0.47
N 2.12653 -4.31098 -0.12014 -0.13 -0.82 -0.72
N -2.30575 -1.72434 4.43995 -1.06 1.24 -1.24
N 3.33045 1.04285 -4.38964 -0.13 0.51 1.19
N 4.67847 -1.57945 -1.29040 0.85 0.31 -0.14
C -4.71278 1.75781 2.89259 0.23 0.19 0.13
C 3.14551 -5.02647 -0.91717 1.46 1.03 -0.60
C 5.64114 -0.88698 -2.19633 -0.18 -0.33 0.10
C -3.35223 2.86304 1.30832 0.17 1.03 -0.11
C 2.78508 1.94931 -3.34346 -0.06 0.40 -0.10
C 2.68841 -1.91886 2.66218 -0.23 -0.56 -0.01
C 2.66983 4.14102 1.14637 0.43 -0.13 -0.14
C -0.57580 -0.14257 0.56452 0.37 0.02 -0.01
C -3.87974 -3.84560 1.37502 -0.88 -0.93 0.21
C -0.65366 0.89903 -3.97595 -0.54 -1.10 -1.09
C -1.10954 -0.88009 4.23003 0.48 0.38 0.38
C -2.36169 3.99748 -0.49883 0.98 0.18 -0.38
C -4.13566 0.41883 -1.37323 -0.62 -0.56 -0.43
H 3.50216 4.83293 1.02885 -0.13 0.12 -0.04
H -4.86940 0.77839 -0.66169 0.19 0.45 0.05
H -3.10259 0.50424 -1.05769 -0.05 0.11 0.18
H 2.17811 2.66806 -3.88796 -0.02 0.12 0.13
H -2.63859 4.76198 -1.21815 -0.26 0.19 0.28
H -5.69460 1.90383 3.33246 -0.11 0.19 -0.28
H 1.79579 -2.25695 3.17025 0.00 0.01 0.14
H -2.85289 -4.17461 1.34957 0.22 0.32 -0.21
H -1.60145 -0.10730 0.21961 -0.03 -0.05 0.05
H -1.28738 -0.00548 3.60176 -0.65 -0.38 -0.14
H 2.82883 -5.98990 -1.28945 -0.40 -0.10 0.30
H 4.08491 -5.04220 -0.37187 -0.27 -0.42 0.39
H -4.50558 -4.53600 0.80582 0.12 0.15 -0.22
H -0.44443 0.30886 -2.11103 0.13 -0.28 -0.20
H 2.49426 -1.88047 1.59559 0.16 0.02 -0.09
H -0.25131 -1.18596 0.60798 -0.04 -0.03 -0.07
H 2.17952 1.43383 -2.60894 -0.06 -0.41 -0.25
H -0.25058 0.39219 -4.85770 0.43 0.64 -0.11
H 1.74170 4.68099 1.27313 -0.07 -0.01 0.23
H -0.85498 -0.50360 5.21549 0.53 -0.34 -0.06
H 3.53280 -2.56396 2.86947 0.12 0.04 -0.08
H -2.06213 3.14608 -1.11418 -0.39 -0.39 0.44
H -4.26979 -3.86254 2.38604 0.06 0.37 0.03
H 3.62645 2.42241 -2.86127 0.05 0.15 -0.05
H 6.51793 -1.51722 -2.24720 0.23 0.20 0.05
H -4.00346 1.77886 3.71789 0.25 -0.30 -0.15
H -0.37246 -1.49257 3.72581 0.26 -0.02 0.26
H -1.68759 1.10914 -4.28947 -0.03 0.11 0.58
H -1.48105 4.31340 0.06279 -0.04 0.06 0.02
H -4.36825 -0.61359 -1.60027 0.20 -0.05 -0.04
H -0.53179 0.29923 1.56398 0.01 0.07 -0.17
H 2.93036 3.42961 1.91786 -0.33 -0.16 0.10
H 1.13234 0.59514 -0.08926 -0.04 -0.01 -0.13
H 5.80125 0.07417 -1.71753 0.26 0.06 -0.13
H -4.70501 0.83433 2.32155 0.20 -0.23 0.19
H 3.36235 -4.36716 -1.75729 -0.35 -0.15 -0.18
H -0.15487 1.84324 -3.76131 0.23 -0.10 0.13
H 5.17929 -0.75927 -3.16753 -0.11 0.06 -0.02
```
Positions in Å, forces in eV/Å.

## Properties
**Total charge**: 0
**Gap between HOMO and LUMO**: 9.156 eV
**E**: -2535.41647 Ha